The following is a DFT calculation (the ωB97M-V functional and the def2-TZVPD basis) of a structure of composition C28H81AsF6O12 at a distorted geometry.

Structure (ORCA input):
```
! wB97M-V def2-TZVPD RIJCOSX def2/J DEFGRID3
* xyz 0 1
O -1.08 -2.28 2.92
H -0.22 -2.29 3.44
H -0.98 -2.79 2.04
H -1.33 -1.35 2.73
As 0.44 0.22 -0.26
F 0.90 1.38 -1.48
F 0.51 -1.05 -1.48
F -0.06 -1.03 0.88
F 0.33 1.48 0.96
F -1.24 0.56 -0.64
F 2.13 0.02 0.14
C -5.08 2.21 -0.20
C -3.73 2.54 -0.77
O -3.67 3.92 -1.12
H -5.26 2.68 0.77
H -5.15 1.15 0.05
H -5.87 2.44 -0.91
H -3.51 1.95 -1.67
H -2.90 2.32 -0.08
H -3.45 4.41 -0.31
C 6.17 2.45 0.52
C 4.88 1.80 0.09
O 3.98 1.71 1.19
H 6.47 2.03 1.49
H 6.01 3.51 0.76
H 6.99 2.38 -0.19
H 5.02 0.79 -0.32
H 4.42 2.31 -0.76
H 3.17 1.30 0.84
C 1.98 3.35 3.73
C 3.49 3.52 4.02
O 4.12 3.97 2.84
H 1.42 2.98 4.60
H 1.80 2.70 2.87
H 1.59 4.33 3.46
H 3.99 2.61 4.37
H 3.57 4.27 4.80
H 4.27 3.20 2.26
C 2.80 -0.32 3.30
C 2.42 -1.73 2.90
O 1.39 -2.25 3.75
H 3.58 0.09 2.67
H 3.12 -0.28 4.35
H 1.95 0.38 3.26
H 3.32 -2.34 2.94
H 2.02 -1.74 1.89
H 1.71 -2.23 4.66
C -0.51 4.93 0.32
C -1.33 5.29 1.53
O -2.73 5.28 1.20
H -0.53 5.70 -0.45
H -0.90 3.97 -0.02
H 0.51 4.76 0.65
H -1.10 6.31 1.86
H -1.19 4.64 2.40
H -3.20 5.66 1.94
C -2.65 2.07 3.70
C -1.48 1.23 4.19
C -1.87 0.26 5.29
O -0.95 0.44 3.10
H -3.53 1.44 3.59
H -2.44 2.54 2.74
H -2.92 2.87 4.39
H -0.63 1.82 4.53
H -2.62 -0.48 4.98
H -2.32 0.81 6.11
H -0.97 -0.29 5.58
H -0.70 1.09 2.43
C -0.58 -5.31 -1.04
C -1.29 -4.44 0.00
C -2.18 -5.34 0.86
O -0.37 -3.77 0.88
H 0.38 -4.90 -1.37
H -1.16 -5.40 -1.96
H -0.36 -6.31 -0.67
H -1.95 -3.69 -0.45
H -2.94 -5.80 0.23
H -2.61 -4.79 1.69
H -1.56 -6.13 1.30
H 0.39 -3.52 0.32
C -0.77 2.21 -4.23
C 0.35 3.26 -4.30
C 0.06 4.41 -3.33
O 1.55 2.63 -3.83
H -1.75 2.67 -4.42
H -0.76 1.66 -3.29
H -0.72 1.50 -5.06
H 0.47 3.58 -5.33
H -0.80 5.01 -3.65
H 0.96 5.00 -3.17
H -0.21 3.93 -2.39
H 1.35 2.19 -2.99
C 0.41 -4.15 -4.03
C -0.22 -2.76 -4.22
C 0.76 -1.73 -4.72
O -1.38 -2.90 -5.04
H 0.99 -4.13 -3.10
H 1.06 -4.53 -4.81
H -0.39 -4.87 -3.87
H -0.53 -2.43 -3.23
H 0.22 -0.80 -4.93
H 1.17 -2.04 -5.69
H 1.64 -1.55 -4.12
H -1.57 -2.01 -5.37
C 3.86 -2.54 -0.89
C 3.05 -3.83 -0.75
C 3.54 -4.65 0.42
O 1.67 -3.50 -0.50
H 3.69 -1.84 -0.08
H 3.63 -2.13 -1.88
H 4.92 -2.79 -0.87
H 3.03 -4.38 -1.69
H 2.85 -5.49 0.59
H 3.63 -4.14 1.38
H 4.53 -5.06 0.24
H 1.39 -2.76 -1.05
C -5.08 -2.35 -1.75
C -3.77 -1.63 -2.05
C -3.86 -0.70 -3.27
O -3.49 -0.87 -0.88
H -5.04 -2.92 -0.82
H -5.34 -2.99 -2.60
H -5.90 -1.65 -1.57
H -2.99 -2.39 -2.22
H -4.11 -1.26 -4.17
H -2.90 -0.21 -3.43
H -4.65 0.04 -3.15
H -2.70 -0.32 -1.02
*
```

The calculation puts the HOMO energy at -9.319 eV.

The following is a DFT calculation (the ωB97M-V functional and the def2-TZVPD basis) of a cluster of 11 separate species, C28H84N6O11 in total at a distorted geometry.

Structure (ORCA input):
```
! wB97M-V def2-TZVPD RIJCOSX def2/J DEFGRID3
* xyz 0 1
C -14.25 -14.78 10.53
O -14.86 -13.66 9.96
C -14.54 -13.30 8.65
C -15.65 -12.25 8.23
C -17.02 -12.84 7.83
N -15.30 -11.43 7.12
H -14.52 -15.71 10.02
H -14.39 -14.87 11.61
H -13.19 -14.54 10.41
H -13.56 -12.84 8.53
H -14.66 -14.20 8.06
H -15.73 -11.65 9.13
H -17.38 -13.46 8.66
H -17.20 -13.46 6.95
H -17.74 -12.06 7.60
H -15.04 -11.96 6.30
H -14.47 -10.96 7.46
C -9.98 -7.88 4.79
O -9.90 -6.97 5.83
C -9.23 -7.56 6.91
C -9.47 -6.54 8.07
C -8.62 -6.85 9.29
N -10.87 -6.64 8.38
H -9.04 -8.00 4.26
H -10.82 -7.58 4.17
H -10.26 -8.89 5.10
H -9.62 -8.53 7.24
H -8.19 -7.81 6.70
H -9.21 -5.54 7.72
H -8.94 -7.80 9.71
H -8.77 -6.11 10.08
H -7.60 -7.09 8.97
H -11.40 -6.47 7.53
H -11.10 -5.91 9.03
C -7.96 -14.85 1.60
O -8.18 -13.97 2.56
C -8.67 -12.68 2.06
C -8.69 -11.66 3.20
C -9.64 -12.04 4.36
N -9.01 -10.25 2.83
H -7.30 -14.40 0.86
H -8.83 -15.13 1.02
H -7.49 -15.77 1.96
H -7.92 -12.45 1.30
H -9.64 -12.81 1.58
H -7.64 -11.62 3.49
H -9.74 -11.30 5.15
H -9.29 -13.04 4.61
H -10.71 -11.98 4.14
H -8.60 -10.12 1.91
H -10.02 -10.21 2.80
C -16.81 -7.12 3.24
O -17.19 -6.04 2.33
C -18.13 -5.12 2.86
C -19.12 -4.80 1.76
C -19.91 -3.50 2.11
N -19.99 -5.94 1.54
H -16.13 -6.76 4.02
H -16.29 -7.92 2.72
H -17.63 -7.58 3.78
H -18.54 -5.46 3.81
H -17.45 -4.28 3.01
H -18.56 -4.49 0.87
H -20.77 -3.37 1.45
H -19.37 -2.57 1.94
H -20.29 -3.39 3.12
H -20.49 -5.86 2.41
H -19.39 -6.75 1.56
C -15.79 -5.40 6.47
O -14.86 -4.44 6.07
C -13.58 -4.48 6.76
C -12.76 -3.31 6.34
C -11.21 -3.25 6.62
N -13.40 -2.08 6.81
H -15.58 -6.45 6.25
H -16.75 -5.18 6.01
H -16.01 -5.26 7.53
H -13.62 -4.51 7.85
H -13.08 -5.43 6.54
H -12.84 -3.23 5.26
H -10.84 -2.28 6.29
H -10.59 -4.00 6.14
H -11.05 -3.34 7.69
H -13.20 -2.17 7.79
H -14.40 -2.03 6.67
C -17.32 -9.87 0.53
O -16.83 -9.04 -0.49
C -17.90 -8.21 -0.95
C -17.42 -6.96 -1.74
C -18.54 -6.04 -2.22
N -16.52 -7.26 -2.79
H -17.91 -9.44 1.34
H -16.51 -10.42 1.01
H -17.98 -10.62 0.11
H -18.56 -8.77 -1.61
H -18.44 -7.82 -0.09
H -16.80 -6.35 -1.08
H -19.07 -5.65 -1.35
H -19.33 -6.53 -2.79
H -18.18 -5.27 -2.90
H -15.88 -7.94 -2.40
H -15.98 -6.43 -2.97
C -13.33 -9.01 3.07
C -13.63 -9.60 4.40
O -14.36 -8.66 5.25
H -14.22 -9.13 2.45
H -12.42 -9.34 2.56
H -13.34 -7.92 3.17
H -12.69 -9.99 4.79
H -14.34 -10.43 4.33
H -13.65 -8.37 5.83
C -13.54 -12.53 0.65
C -14.78 -13.41 0.89
O -15.10 -13.51 2.22
H -13.58 -11.52 1.07
H -13.36 -12.43 -0.42
H -12.74 -13.06 1.16
H -14.55 -14.40 0.51
H -15.63 -13.09 0.29
H -16.02 -13.78 2.27
O -12.21 -9.17 7.63
H -11.76 -8.36 7.86
H -11.93 -9.79 8.30
O -14.28 -13.36 5.01
H -14.49 -14.26 5.28
H -14.39 -13.38 4.06
O -17.21 -9.94 5.16
H -16.49 -9.49 4.73
H -16.80 -10.69 5.59
*
```

The calculation puts the HOMO energy at -8.769 eV. The SMILES is COC[C@H](C)N.COC[C@H](C)N.COC[C@H](C)N.COC[C@H](C)N.COC[C@H](C)N.COC[C@H](C)N.CCO.CCO.O.O.O.

no.,molecular weight (g/mol)
1,798.9
2,681.0